One molecule with the formula C3HNO, computed with wB97M-V/def2-TZVPD.

CARTESIAN COORDINATES (ANGSTROEM)
C1 0.409 -0.526 0.587
C2 0.904 -1.000 1.614
C3 -0.068 0.814 -0.321
N1 -0.319 -0.352 -0.630
O1 0.090 2.062 -0.285
H1 -1.016 -0.999 -0.965

Properties
total charge = 0
molar mass = 67.05 g/mol
energy = -6657.806 eV
ΔE to the lowest compared entry with this formula, charge and spin = 5.201 eV
frontier orbital gap = 9.3133 eV

Atomic partial charges in e from the Mulliken method, atoms 1 to 5:
1. C 0.038
2. C -0.357
3. C 0.577
4. N -0.106
5. O -0.456